(1)
Here is a structure of composition C20H21N4O2PtS from the OMol25 dataset. Energies are from ωB97M-V with the def2-TZVPD basis set.

```
49
Properties=species:S:1:pos:R:3:lowdin_charge:R:1
H -1.550 -2.844 1.033 0.089
C -2.537 -0.992 -1.144 -0.794
S -2.495 -0.500 -2.832 0.591
H -1.781 4.841 -1.710 0.111
H 4.426 -3.680 -0.377 0.128
C 0.142 2.663 0.816 -0.015
H -2.764 0.883 1.580 0.094
N -2.307 -2.267 -0.865 -0.016
C 2.305 -1.440 1.100 -0.101
H -2.520 -4.041 0.175 0.099
C -0.046 2.178 -0.485 -0.186
H -1.398 2.776 -4.593 0.099
C 3.675 -2.901 -0.313 0.016
H -3.140 0.806 -0.642 0.120
H -1.485 5.610 0.588 0.115
C 1.890 -1.041 2.382 -0.024
H -1.950 -0.676 1.552 0.080
C 2.176 -1.335 -1.399 -0.316
C -1.502 3.310 -3.654 -0.051
C 1.786 -0.817 -0.101 -0.131
H -2.048 -2.819 -1.665 0.121
H 0.716 2.057 1.501 0.101
C 3.318 -2.697 3.391 -0.060
H 4.501 -3.866 2.052 0.120
C 2.378 -1.668 3.505 -0.060
C -2.834 -0.138 1.216 -0.041
C 3.254 -2.477 0.988 -0.163
C -1.252 4.212 -1.008 -0.010
H -2.559 3.395 -3.398 0.103
H 1.177 -0.234 2.468 0.097
C 3.758 -3.084 2.148 -0.018
Pt -0.219 -0.102 -2.523 0.905
H -0.219 4.238 2.217 0.111
O -0.798 2.538 -2.685 -0.178
C -2.428 -2.983 0.401 -0.040
H 3.460 -2.724 -2.420 0.128
O 1.689 -0.899 -2.491 -0.152
H -3.730 -0.596 1.634 0.091
N 0.973 0.222 0.080 0.084
N -2.886 -0.082 -0.243 -0.006
C -0.721 2.996 -1.419 -0.240
H -1.061 4.302 -3.755 0.103
C -1.083 4.650 0.295 -0.058
C -0.373 3.881 1.208 -0.074
N 0.495 0.942 -0.874 -0.092
H 2.038 -1.359 4.485 0.110
C 3.152 -2.377 -1.443 0.012
H 3.697 -3.182 4.280 0.112
H -3.319 -2.678 0.942 0.085
```

Net charge = +1
Multiplicity = 3
Electronic energy = -45210.2758 eV
<S²> = 2.046
Kohn-Sham gap (spin up / spin down) = 6.6413 / 5.5696 eV
Molar mass = 576.6 u

***

(2)
Here is the molecule C3H5ClS from the OMol25 dataset. Energies are from ωB97M-V with the def2-TZVPD basis set.

```
10
Properties=species:S:1:pos:R:3:lowdin_charge:R:1
C -0.595 0.239 -0.463 -0.255
H -0.965 0.593 -1.412 0.092
Cl -3.267 -0.546 -0.217 0.555
H 0.674 0.579 1.108 0.037
C 0.815 0.470 0.092 -0.524
H -1.300 -1.109 1.076 0.102
H 1.104 1.418 -0.352 0.069
S 2.054 -0.857 -0.302 0.689
H 3.011 -0.274 0.363 -0.185
C -1.531 -0.512 0.107 -0.581
```

SMILES = SC/C=C/Cl
Energy relative to the best compared isomer or geometry (same formula, charge and spin) = 0.498 eV
Electronic energy = -26548.4736 eV
Kohn-Sham gap = 10.1955 eV
Molar mass = 108.6 u

***

(3)
Here is the molecule C19H23NO2 from the OMol25 dataset. Energies are from ωB97M-V with the def2-TZVPD basis set.

```
45
Properties=species:S:1:pos:R:3:lowdin_charge:R:1
C 3.029 -3.307 -1.109 -0.080
C -1.426 3.104 -1.832 -0.146
O 0.853 2.779 -0.289 0.050
H 3.857 -3.533 -1.765 0.104
C 0.278 -0.719 -0.820 -0.100
O -3.115 2.382 -0.217 -0.041
H -0.256 1.558 -2.768 0.130
H -4.415 0.246 -0.233 0.118
C -1.508 0.178 2.268 -0.090
H 3.405 -4.963 0.193 0.101
H -1.073 2.157 1.626 0.109
H 0.145 -0.643 -1.903 0.126
C -1.725 1.308 1.497 -0.022
H -1.467 3.566 0.278 0.107
C 1.706 -3.822 0.820 -0.075
N 0.840 0.535 -0.334 -0.037
H 1.642 -0.387 1.350 0.109
H 3.906 0.667 1.139 0.076
C -2.181 3.400 -0.530 -0.177
H -0.691 0.176 2.976 0.108
H -1.436 0.968 -1.590 0.105
C -2.772 1.333 0.580 -0.278
C 0.899 -2.728 0.558 -0.043
H -2.134 3.104 -2.663 0.116
C 2.221 -2.214 -1.371 -0.054
C 0.392 1.746 -0.743 -0.474
C -0.709 1.755 -1.793 -0.097
H -4.021 -1.767 1.143 0.104
C 1.793 0.521 0.765 -0.200
H 0.061 -2.505 1.203 0.103
C -2.321 -0.934 2.147 -0.119
C 3.237 0.617 0.284 -0.052
C -3.374 -0.909 1.246 -0.089
H 1.575 1.392 1.390 0.116
H -0.706 -0.882 -0.356 0.119
C 2.775 -4.110 -0.011 -0.087
H -0.699 3.902 -1.982 0.118
H 1.499 -4.450 1.673 0.103
H -2.145 -1.809 2.755 0.098
H 3.505 -0.248 -0.318 0.055
H 3.363 1.518 -0.310 0.077
C -3.598 0.210 0.471 -0.012
H -2.777 4.309 -0.656 0.129
H 2.416 -1.592 -2.234 0.120
C 1.154 -1.910 -0.535 -0.226
```

SMILES = CCN(Cc1ccccc1)C(=O)CCCOc1ccccc1
Energy relative to the best compared isomer or geometry (same formula, charge and spin) = 0.928 eV
Electronic energy = -25661.8186 eV
Kohn-Sham gap = 9.3361 eV
Molar mass = 297.4 u

***

(4)
Here is a cluster of 2 separate species, C3H10NS in total from the OMol25 dataset. Energies are from ωB97M-V with the def2-TZVPD basis set.

```
15
Properties=species:S:1:pos:R:3:lowdin_charge:R:1
S 0.648 1.196 1.072 0.765
H -1.137 1.286 0.217 -0.012
C 1.156 -1.441 0.432 -0.169
C 1.563 -0.037 0.023 -0.502
C -2.509 0.141 -0.662 0.169
H -3.415 0.264 -0.067 0.135
H 2.021 -1.933 0.863 0.076
H -1.153 1.433 -1.528 0.151
H 0.350 -1.518 1.141 0.054
H -2.498 -0.651 -1.408 0.122
H 1.287 0.318 -0.960 0.045
N -1.628 1.081 -0.704 0.114
H 1.064 -2.151 -0.393 0.079
H 2.590 0.241 0.234 0.071
H 1.658 1.771 1.740 -0.096
```

Net charge = +1
Energy relative to the best compared isomer or geometry (same formula, charge and spin) = 2.904 eV
Electronic energy = -15589.1973 eV
Kohn-Sham gap = 7.0490 eV
Molar mass = 92.2 u

***

(5)
Here is a cluster of 5 separate species, C31H70IN6O5 in total from the OMol25 dataset. Energies are from ωB97M-V with the def2-TZVPD basis set.

```
113
Properties=species:S:1:pos:R:3:lowdin_charge:R:1
C -0.969 -2.651 -2.484 -0.064
H 0.234 3.629 -2.377 0.124
H 0.629 -1.322 0.105 0.031
H -1.819 6.305 1.619 0.076
H -1.889 -0.947 5.728 0.076
H 4.285 -3.122 0.568 0.130
H 7.557 -1.119 4.025 0.089
H -0.816 -6.812 -6.875 0.123
C -3.735 2.066 1.273 -0.157
H -2.804 0.452 6.295 0.088
N 4.925 -1.157 0.292 0.034
C 1.491 -2.922 -1.849 -0.208
C 1.458 5.640 0.842 -0.660
C 6.041 -2.861 1.727 -0.205
N -0.148 -1.788 -0.356 0.047
C -2.652 2.545 -0.970 -0.189
C 1.191 4.154 0.794 -0.175
H -2.023 1.679 -1.151 0.092
H -3.751 -6.144 -9.406 0.089
H -0.851 4.965 2.137 0.063
H -1.744 -1.895 -2.612 0.075
C -2.708 2.907 0.506 -0.214
N 1.041 -0.242 3.945 0.042
H -2.299 -3.185 -7.436 0.066
C 0.182 4.321 -1.543 -0.096
H -4.929 5.017 1.302 0.078
H 0.467 -1.103 -2.233 0.125
C -0.835 6.039 1.990 -0.076
H 0.906 1.715 5.923 0.118
H 0.132 1.665 -1.153 0.147
O -5.614 3.295 2.229 -0.175
H -5.841 1.723 1.031 0.123
O -2.493 -6.270 -7.820 -0.186
C 0.437 0.750 6.138 -0.210
H 1.230 -6.073 -1.055 0.091
C -2.306 3.695 -1.937 -0.175
C -5.171 2.571 1.105 -0.227
H -0.090 -4.743 -6.036 0.130
H 5.900 -0.662 3.625 0.072
H -4.281 4.708 2.922 0.084
H -3.650 2.210 -1.239 0.112
I 2.914 6.204 2.311 0.993
C -1.259 -3.385 -7.179 -0.069
H -2.221 -5.277 -9.630 0.091
H -1.420 -3.477 -1.936 0.070
H 0.490 0.606 7.224 0.123
H 5.485 -0.484 0.810 0.065
H 0.781 0.527 0.711 0.154
H 0.037 -0.237 3.778 0.069
H 5.864 -3.653 2.466 0.123
H 2.715 -1.832 1.781 0.049
H 5.521 -1.427 -0.485 0.072
H -0.205 6.707 -0.004 0.097
H 1.908 3.746 2.782 0.056
H 6.597 -3.314 0.903 0.124
H -0.268 -5.165 -1.258 0.077
O -0.905 0.889 5.720 -0.197
H -2.979 -4.969 -5.789 0.072
H 1.357 0.665 3.618 0.024
H -3.492 2.139 2.327 0.116
H 3.940 -1.009 2.726 0.058
H 0.558 7.485 1.316 0.080
H -3.000 3.949 0.605 0.089
H -0.191 -2.682 0.127 0.078
H 6.262 -2.319 4.189 0.092
H -2.000 3.273 -2.890 0.115
N 1.355 2.028 1.867 0.141
H 3.617 -2.724 2.999 0.082
H -1.753 2.795 1.020 0.091
H -5.272 3.165 0.195 0.119
C 0.206 6.520 0.979 -0.290
H -0.048 -2.102 5.463 0.067
H -3.498 -4.610 -8.573 0.075
C -1.093 -4.727 -6.474 -0.437
H -0.927 -2.575 -6.528 0.068
H -0.533 -5.805 -8.291 0.122
C 0.910 -1.756 5.850 -0.062
H 2.288 -0.156 5.610 0.135
C 0.231 -2.061 -1.755 -0.428
H -0.695 -3.013 -3.475 0.065
C 1.511 3.334 1.877 -0.068
H -1.397 5.582 -2.141 0.121
H 1.672 -2.444 5.487 0.072
H 0.903 -5.270 -2.602 0.089
O 6.902 -1.873 2.259 -0.186
H 2.338 -2.317 -1.515 0.113
H -3.235 4.225 -2.119 0.116
H -5.966 5.241 2.692 0.089
C 6.626 -1.480 3.590 -0.105
C 0.792 -5.190 -1.518 -0.093
C -5.167 4.633 2.293 -0.102
C 4.719 -2.324 1.168 -0.430
H -3.637 1.028 0.971 0.115
C -1.183 -5.936 -7.416 -0.212
H -1.885 -5.655 -4.842 0.074
C -3.005 -5.525 -8.910 -0.102
C 0.641 3.590 -0.332 -0.123
C -1.823 -0.021 6.304 -0.098
N 0.876 1.538 0.749 0.102
H 0.824 5.158 -1.787 0.122
H -0.666 -3.343 -8.094 0.080
H -1.555 -0.251 7.338 0.093
H 1.693 -3.212 -2.888 0.125
H -1.567 5.124 -0.484 0.079
H 1.917 5.875 -0.108 0.077
O 1.479 -4.057 -1.008 -0.191
H -0.730 6.566 2.927 0.080
C -1.309 4.740 -1.461 -0.172
C 3.699 -1.952 2.233 -0.077
N -2.063 -4.809 -5.377 0.041
H 0.886 -1.827 6.939 0.082
C 1.229 -0.335 5.396 -0.426
C 0.513 2.217 -0.317 0.035
```

Net charge = +1
Energy relative to the best compared isomer or geometry (same formula, charge and spin) = 0.000 eV
Electronic energy = -60551.5616 eV
Kohn-Sham gap = 6.5138 eV
Molar mass = 733.8 u

***

(6)
Here is the ion C5H9ClNS with charge +1 from the OMol25 dataset. Energies are from ωB97M-V with the def2-TZVPD basis set.

```
17
Properties=species:S:1:pos:R:3:lowdin_charge:R:1
C 1.220 -0.177 -1.119 -0.982
N -0.485 0.131 -0.899 -0.147
H 2.013 0.201 2.413 0.075
C 1.368 -0.159 1.652 -0.355
H 0.430 1.790 1.125 0.079
H 1.218 -1.271 1.789 0.114
C 0.251 0.877 1.503 -0.166
H -2.223 -0.750 -1.409 0.126
S 2.324 -0.215 0.055 1.089
H -0.854 -0.972 -2.476 0.035
C -1.366 -0.244 -1.934 -0.112
H -1.719 0.529 -2.667 0.119
H -0.889 -1.032 0.866 0.152
H -1.739 0.587 0.820 0.138
H -0.412 0.929 2.399 0.139
Cl 1.633 -0.305 -2.659 0.903
C -0.768 0.081 0.542 -0.206
```

Net charge = +1
Energy relative to the best compared isomer or geometry (same formula, charge and spin) = 0.103 eV
Electronic energy = -30168.3805 eV
Kohn-Sham gap = 8.0310 eV
Molar mass = 150.7 u

***

(7)
Here is a cluster of 2 separate species, C2H4OS2 in total from the OMol25 dataset. Energies are from ωB97M-V with the def2-TZVPD basis set.

```
9
Properties=species:S:1:pos:R:3:lowdin_charge:R:1
C -0.606 0.660 -0.493 -0.910
H -0.046 -0.642 -1.540 0.242
S -1.346 1.935 -1.263 0.791
C 0.884 -0.884 1.222 -0.259
H 1.113 -0.672 2.251 0.028
O -1.236 1.772 -2.744 -0.620
S -0.700 0.209 1.110 0.746
H 1.394 -0.514 0.466 -0.047
H 0.543 -1.865 0.992 0.030
```

Energy relative to the best compared isomer or geometry (same formula, charge and spin) = 4.498 eV
Electronic energy = -25851.9973 eV
Kohn-Sham gap = 7.6120 eV
Molar mass = 108.2 u